DFT (ωB97M-V/def2-TZVPD) results for an isolated molecule of C4H12N2S.

```
19
C4H12N2S (ωB97M-V/def2-TZVPD)
C -1.520 1.586 -0.477
C 2.259 -0.519 0.828
C -0.080 -0.489 0.533
C -1.398 0.063 -0.295
N 1.341 -0.631 -1.330
N 1.200 -0.059 -0.072
S -2.947 -0.541 0.427
H -1.337 2.044 0.552
H -0.753 1.816 -1.202
H -2.426 1.874 -1.004
H 3.231 -0.337 0.407
H 2.054 0.049 1.728
H 2.119 -1.579 1.148
H -0.014 -1.718 0.741
H -0.217 -0.094 1.582
H -1.448 -0.321 -1.356
H 1.378 -1.618 -1.293
H 1.896 -0.093 -2.047
H -3.339 0.568 1.129
```

Values from the calculation:
Kohn-Sham gap: 9.747 eV
energy relative to the best compared isomer or geometry (same formula, charge and spin): 50.4 kcal per mole
SMILES: C[C@H](S)CN(C)N
2S+1: 1
LUMO energy: 0.992 eV
total charge: 0

---

DFT (ωB97M-V/def2-TZVPD) results for a cluster of 2 separate species, C4H12N2S in total.

```
19
C4H12N2S (ωB97M-V/def2-TZVPD)
N 1.425 1.271 1.288
C 1.614 1.499 0.050
N 2.808 1.447 -0.620
H 2.178 0.742 1.720
H -1.246 1.161 1.961
H 0.869 2.082 -0.495
H 2.963 1.891 -1.493
H 3.587 0.959 -0.212
C -2.134 -1.256 -1.176
C -0.945 -0.574 -0.519
C -0.624 -1.104 0.896
S -1.381 -0.149 2.225
H -1.869 -2.305 -1.367
H -2.326 -0.762 -2.127
H -3.050 -1.322 -0.593
H -0.060 -0.697 -1.143
H -1.170 0.491 -0.408
H 0.444 -1.280 1.026
H -1.084 -2.095 0.987
```

Values from the calculation:
Kohn-Sham gap: 9.213 eV
energy relative to the best compared isomer or geometry (same formula, charge and spin): 15.4 kcal per mole
SMILES: [H]/N=C\N.CCCS
2S+1: 1
LUMO energy: 0.852 eV
total charge: 0